[1]
# C19H49B4BrIN3O5

A cluster of 4 separate species, C19H49B4BrIN3O5 in total in a non-equilibrium geometry (ωB97M-V/def2-TZVPD, the Open Molecules 2025 dataset).

XYZ file:
```
82
C19H49B4BrIN3O5, DFT ωB97M-V/def2-TZVPD
O 8.00 0.95 1.44
B 7.22 2.20 1.14
O 7.47 3.35 2.07
C 6.18 2.25 -0.14
B 4.66 1.68 0.21
O 4.41 0.30 0.76
B 3.30 0.43 1.73
Br 3.54 -0.12 3.64
O 2.03 1.04 1.18
B 2.45 2.46 0.93
I 1.58 4.19 2.03
O 3.53 2.62 -0.10
H 8.73 0.97 0.73
H 7.36 3.03 3.03
H 6.10 3.36 -0.48
H 6.66 1.61 -1.00
C -0.13 -1.20 -0.73
C -1.51 -1.54 -0.17
N -1.49 -2.64 0.80
C -2.83 -3.16 1.10
C -3.82 -2.22 1.78
C -0.61 -2.47 1.96
C -0.82 -1.24 2.84
H 0.36 -2.09 -1.15
H -0.22 -0.47 -1.54
H 0.53 -0.77 0.03
H -2.13 -1.83 -1.02
H -1.95 -0.63 0.25
H -2.73 -4.07 1.71
H -3.28 -3.50 0.16
H -3.58 -2.07 2.83
H -4.82 -2.67 1.75
H -3.89 -1.25 1.28
H 0.42 -2.46 1.60
H -0.67 -3.36 2.59
H -0.92 -0.32 2.25
H 0.04 -1.11 3.50
H -1.70 -1.34 3.48
C -7.20 4.15 0.75
C -7.40 3.17 1.90
N -7.07 1.78 1.56
C -7.54 0.81 2.54
C -6.95 0.88 3.94
C -5.72 1.55 1.04
C -4.54 1.97 1.92
H -7.75 3.82 -0.14
H -7.58 5.14 1.03
H -6.15 4.27 0.49
H -8.46 3.22 2.18
H -6.83 3.52 2.77
H -7.40 -0.21 2.15
H -8.63 0.92 2.63
H -5.93 0.50 3.97
H -7.54 0.24 4.62
H -6.97 1.89 4.35
H -5.62 2.06 0.08
H -5.60 0.48 0.79
H -4.66 2.98 2.33
H -3.62 1.97 1.32
H -4.38 1.28 2.75
C 6.86 -1.83 -3.95
C 5.58 -1.21 -3.41
N 4.57 -0.95 -4.45
C 3.49 -0.08 -4.00
C 2.59 -0.59 -2.88
C 4.16 -2.10 -5.25
C 3.59 -3.31 -4.51
H 7.28 -1.24 -4.77
H 7.61 -1.89 -3.16
H 6.70 -2.86 -4.31
H 5.87 -0.25 -2.95
H 5.18 -1.84 -2.61
H 2.86 0.20 -4.86
H 3.93 0.87 -3.67
H 1.91 -1.36 -3.23
H 1.96 0.23 -2.51
H 3.16 -0.97 -2.03
H 5.02 -2.44 -5.84
H 3.43 -1.78 -6.01
H 4.20 -3.60 -3.65
H 3.56 -4.17 -5.19
H 2.57 -3.14 -4.18
```

Properties
- Kohn-Sham gap: 7.76 eV
- SMILES: OB(O)CB1OB(Br)OB(I)O1.CCN(CC)CC.CCN(CC)CC.CCN(CC)CC

---

[2]
# C24H27ClN2O5S

An isolated molecule of C24H27ClN2O5S in a non-equilibrium geometry (ωB97M-V/def2-TZVPD, the Open Molecules 2025 dataset).

XYZ file:
```
60
C24H27ClN2O5S, DFT ωB97M-V/def2-TZVPD
O -5.29 -2.57 -1.90
C -4.59 -2.14 -1.02
N -4.71 -0.92 -0.47
H -4.10 -0.65 0.30
C -5.71 0.03 -0.89
C -6.75 0.30 0.16
C -6.94 -0.54 1.24
C -7.91 -0.28 2.20
C -8.71 0.84 2.09
C -8.54 1.70 1.01
C -7.58 1.42 0.06
Cl -7.40 2.51 -1.28
H -9.16 2.58 0.90
H -9.46 1.05 2.83
H -8.04 -0.96 3.03
H -6.33 -1.43 1.33
H -5.23 0.97 -1.19
H -6.20 -0.41 -1.78
C -3.45 -2.97 -0.40
H -3.46 -3.96 -0.86
H -3.59 -3.04 0.68
O -2.16 -2.44 -0.68
C -1.68 -1.48 0.13
O -2.31 -1.00 1.05
C -0.31 -1.11 -0.25
C 0.37 -0.21 0.46
C 1.72 0.25 0.22
C 2.35 1.04 1.20
C 3.64 1.49 1.02
C 4.32 1.16 -0.14
C 3.71 0.41 -1.13
C 2.42 -0.04 -0.95
H 1.95 -0.62 -1.73
H 4.25 0.21 -2.04
S 6.02 1.70 -0.36
O 6.19 2.03 -1.75
O 6.29 2.70 0.64
N 6.93 0.37 -0.03
C 7.37 -0.48 -1.10
H 6.81 -0.16 -1.98
C 7.16 -1.98 -0.84
H 7.11 -2.48 -1.81
C 5.91 -2.31 -0.02
C 6.15 -2.23 1.49
C 6.22 -0.80 2.03
H 5.25 -0.33 1.92
C 7.27 0.07 1.33
H 8.25 -0.41 1.36
H 7.34 1.03 1.85
H 6.46 -0.84 3.09
H 5.34 -2.75 2.00
H 7.08 -2.76 1.73
H 5.09 -1.65 -0.30
H 5.61 -3.33 -0.26
H 8.03 -2.38 -0.32
H 8.43 -0.30 -1.31
H 4.14 2.10 1.76
H 1.81 1.29 2.10
H -0.13 0.22 1.32
H 0.08 -1.63 -1.11
```

Properties
- ΔE to the lowest compared entry with this formula, charge and spin: 0.045 eV
- Kohn-Sham gap: 8.36 eV
- SMILES: O=C(COC(=O)/C=C/c1ccc(S(=O)(=O)N2CCCCCC2)cc1)NCc1ccccc1Cl

---

[3]
# C7H11N2S3

A cluster of 2 separate species, C7H11N2S3 in total in a non-equilibrium geometry (ωB97M-V/def2-TZVPD, the Open Molecules 2025 dataset).

XYZ file:
```
23
C7H11N2S3, DFT ωB97M-V/def2-TZVPD
C 2.72 -0.28 -0.06
C -0.51 -1.84 0.03
C 3.35 -1.29 -0.66
C -0.62 -0.33 -1.90
C -2.65 -1.24 -0.83
C 4.05 2.06 0.86
C -1.28 -0.81 -0.59
N 4.02 -2.15 -1.27
N -0.39 -3.01 0.19
S 0.62 -4.13 0.68
S 1.36 -0.54 0.96
S 3.23 1.37 -0.59
H -1.01 0.74 -2.22
H -0.82 -1.08 -2.81
H 0.38 -0.23 -1.68
H -2.64 -2.05 -1.55
H -3.39 -0.47 -1.09
H -3.14 -1.66 -0.03
H 3.43 2.50 1.73
H 4.70 2.85 0.49
H 4.60 1.25 1.25
H -1.15 0.00 0.19
H 4.88 -2.43 -0.76
```

Properties
- Net charge: -1
- Kohn-Sham gap: 6.07 eV

---

[4]
# C5H7NO

A cluster of 2 separate species, C5H7NO in total in a non-equilibrium geometry (ωB97M-V/def2-TZVPD, the Open Molecules 2025 dataset).

XYZ file:
```
14
C5H7NO, DFT ωB97M-V/def2-TZVPD
C -1.73 -0.39 0.71
C -0.75 -0.97 -0.27
C 0.43 -1.52 0.36
C 1.43 -1.96 0.85
O -0.91 -0.99 -1.47
H -1.23 0.08 1.55
H -2.35 -1.20 1.09
H -2.38 0.33 0.20
H 2.31 -2.33 1.30
C 0.94 1.73 -0.49
N 0.93 2.34 -1.58
H 1.45 1.89 -2.34
H 1.45 0.79 -0.27
H 0.40 2.19 0.33
```

Properties
- ΔE to the lowest compared entry with this formula, charge and spin: 3.343 eV
- Kohn-Sham gap: 9.93 eV
- SMILES: C#CC(C)=O.C=N

---

[5]
# C27H48OP2Sn

A structure of composition C27H48OP2Sn in a non-equilibrium geometry (ωB97M-V/def2-TZVPD, the Open Molecules 2025 dataset).

XYZ file:
```
79
C27H48OP2Sn, DFT ωB97M-V/def2-TZVPD
P 2.03 1.23 1.44
P 1.97 1.49 -2.28
C 3.44 1.41 0.24
C 2.98 2.27 -0.96
H 3.80 0.42 -0.05
H 4.26 1.95 0.74
H 2.36 3.12 -0.62
H 3.85 2.70 -1.47
C 2.56 -0.21 -2.50
H 1.72 -0.88 -2.74
H 3.06 -0.58 -1.58
H 3.29 -0.23 -3.33
C 2.41 2.60 -3.68
H 3.50 2.64 -3.83
H 2.03 3.62 -3.47
H 1.91 2.25 -4.60
C 2.88 0.54 2.91
H 2.09 0.00 3.45
H 3.26 1.30 3.62
H 3.67 -0.16 2.60
C 2.49 3.01 2.07
H 2.25 3.84 1.40
H 3.57 3.07 2.23
H 1.99 3.21 3.02
Sn 1.43 -1.52 0.84
C -0.43 3.34 -2.98
C 0.00 2.08 -2.53
C -0.58 1.44 -1.16
C -1.02 2.43 -0.05
C -0.10 3.51 0.46
C 0.45 4.58 -0.14
C -0.05 5.35 -1.30
C -0.99 4.50 -2.26
C 0.53 -1.70 2.79
H -0.37 3.47 -4.06
H -0.17 1.30 -3.33
H 0.11 0.65 -0.78
H -1.47 0.90 -1.52
H -2.02 2.78 -0.32
H -1.18 1.76 0.79
H 0.23 3.26 1.49
H 1.26 5.07 0.38
H 0.76 5.71 -1.95
H -0.63 6.24 -1.00
H -1.94 4.29 -1.74
H -1.26 5.20 -3.07
H -0.06 -2.59 3.01
H -0.13 -0.82 2.79
H 1.34 -1.62 3.52
C -3.11 0.06 0.91
C -3.53 -1.05 -0.06
C -3.08 -0.86 -1.51
C -3.12 -2.40 0.52
C -4.03 -3.07 1.32
C -3.73 -4.27 1.97
C -2.51 -4.89 1.69
C -1.55 -4.26 0.91
C -0.22 -4.97 0.71
C 0.40 -5.28 2.06
C -0.42 -6.26 -0.11
C -1.78 -2.91 0.46
O -0.80 -2.11 0.16
H -2.02 0.01 1.06
H -3.59 -0.12 1.89
H -3.40 1.07 0.58
H -4.64 -1.05 -0.07
H -2.04 -1.20 -1.63
H -3.72 -1.46 -2.16
H -3.17 0.19 -1.83
H -5.01 -2.61 1.42
H -4.45 -4.72 2.66
H -2.28 -5.88 2.10
H 0.46 -4.32 0.15
H -0.26 -5.92 2.67
H 1.36 -5.80 1.93
H 0.56 -4.36 2.63
H -0.91 -6.04 -1.06
H 0.55 -6.72 -0.31
H -1.04 -6.97 0.44
```

Properties
- Net charge: +2
- ΔE to the lowest compared entry with this formula, charge and spin: 0.738 eV
- Kohn-Sham gap (spin up / spin down): 7.37 / 5.89 eV

---

[6]
# C3H6N2O

A cluster of 2 separate species, C3H6N2O in total in a non-equilibrium geometry (ωB97M-V/def2-TZVPD, the Open Molecules 2025 dataset).

XYZ file:
```
12
C3H6N2O, DFT ωB97M-V/def2-TZVPD
C 1.50 -0.59 0.24
N 1.24 0.43 -0.77
C -1.77 -0.16 -0.57
N -1.87 -0.85 -1.50
C -1.76 0.64 0.67
O -1.21 1.71 0.77
H 0.61 -1.06 0.71
H 2.10 -0.16 1.05
H 2.09 -1.39 -0.21
H 0.74 1.22 -0.37
H 0.66 0.04 -1.51
H -2.32 0.17 1.49
```

Properties
- ΔE to the lowest compared entry with this formula, charge and spin: 2.417 eV
- Kohn-Sham gap: 8.17 eV
- SMILES: N#CC=O.CN

---

[7]
# C2H3ClN2O

A cluster of 2 separate species, C2H3ClN2O in total in a non-equilibrium geometry (ωB97M-V/def2-TZVPD, the Open Molecules 2025 dataset).

XYZ file:
```
9
C2H3ClN2O, DFT ωB97M-V/def2-TZVPD
C -0.36 -0.20 0.72
C 1.61 -0.14 -0.20
N 0.06 -1.57 0.28
N 1.14 -1.42 -0.33
O 0.72 0.64 0.46
Cl 3.24 0.22 0.05
H -1.35 0.09 0.32
H -0.40 -0.19 1.86
H 1.57 0.51 -1.86
```

Properties
- ΔE to the lowest compared entry with this formula, charge and spin: 4.470 eV
- Kohn-Sham gap (spin up / spin down): 8.41 / 8.41 eV

---

[8]
# C16H19Cl3CoN4O5

A structure of composition C16H19Cl3CoN4O5 in a non-equilibrium geometry (ωB97M-V/def2-TZVPD, the Open Molecules 2025 dataset).

XYZ file:
```
48
C16H19Cl3CoN4O5, DFT ωB97M-V/def2-TZVPD
Co -0.08 0.02 0.18
Cl 5.40 -0.11 4.63
C 3.86 0.02 3.88
C 3.78 0.10 2.50
C 2.53 0.16 1.92
Cl 2.36 0.22 0.20
C 1.31 0.17 2.66
O 0.16 0.20 2.10
C 1.47 0.11 4.07
Cl 0.05 0.11 5.03
C 2.71 0.02 4.67
H 4.66 0.10 1.88
H 2.78 -0.05 5.74
C -3.49 -1.97 0.06
C -3.31 -0.50 0.01
N -2.16 0.13 -0.11
C -2.45 1.47 -0.15
C -3.81 1.65 -0.05
N -4.33 0.38 0.04
C -4.70 2.84 0.03
O -4.12 4.01 0.00
O -5.90 2.67 0.15
C -1.33 2.44 -0.38
O -1.58 3.65 -0.45
O -0.19 1.91 -0.51
H -2.53 -2.42 0.30
H -3.84 -2.35 -0.90
H -4.21 -2.24 0.82
H -5.32 0.20 0.12
H -3.12 3.97 -0.16
C -0.87 -4.74 1.07
C 0.46 -4.04 1.39
C 1.60 -4.69 0.61
C 0.73 -4.10 2.89
N 0.31 -2.60 1.11
N 0.30 -2.17 -0.25
H -0.84 -5.77 1.39
H -1.07 -4.73 0.00
H -1.68 -4.23 1.59
H 1.74 -5.71 0.95
H 2.53 -4.15 0.76
H 1.38 -4.73 -0.46
H 0.72 -5.13 3.25
H -0.02 -3.54 3.43
H 1.70 -3.67 3.12
H 1.05 -2.11 1.60
H -0.49 -2.61 -0.72
H 1.15 -2.44 -0.75
```

Properties
- Multiplicity: 4
- ΔE to the lowest compared entry with this formula, charge and spin: 0.670 eV
- Kohn-Sham gap (spin up / spin down): 7.93 / 7.87 eV
- <S²>: 3.76

---

[9]
# C2H4BFO

An isolated molecule of C2H4BFO in a non-equilibrium geometry (ωB97M-V/def2-TZVPD, the Open Molecules 2025 dataset).

XYZ file:
```
9
C2H4BFO, DFT ωB97M-V/def2-TZVPD
B -0.68 -0.46 -0.01
C 1.64 0.53 -0.18
C 0.39 0.66 0.42
O 2.32 -0.42 0.05
F -0.39 1.97 -0.17
H -0.11 -1.24 -0.73
H -1.85 -0.43 0.37
H 2.06 1.29 -0.88
H 0.36 0.95 1.41
```

Properties
- ΔE to the lowest compared entry with this formula, charge and spin: 2.413 eV
- Kohn-Sham gap: 9.81 eV
- SMILES: B[C@H](F)C=O

---

[10]
# C16H28AuN4OPS

A structure of composition C16H28AuN4OPS in a non-equilibrium geometry (ωB97M-V/def2-TZVPD, the Open Molecules 2025 dataset).

XYZ file:
```
52
C16H28AuN4OPS, DFT ωB97M-V/def2-TZVPD
Au -0.24 -0.62 -0.26
C -2.11 1.08 1.13
C -1.35 0.99 2.20
C -1.00 -0.43 2.33
C -1.64 -1.24 1.33
C -2.32 -0.33 0.52
C -3.40 -0.64 -0.46
C -1.84 -2.74 1.40
C -0.20 -1.00 3.43
C -0.97 2.07 3.17
C -2.75 2.29 0.56
H -3.35 0.01 -1.33
H -4.38 -0.46 0.02
H -3.37 -1.67 -0.79
H -2.29 -3.01 2.36
H -0.91 -3.29 1.31
H -2.50 -3.08 0.61
H 0.54 -0.30 3.81
H 0.27 -1.94 3.15
H -0.89 -1.22 4.26
H -1.62 2.04 4.05
H -1.08 3.06 2.73
H 0.05 1.97 3.54
H -3.83 2.26 0.75
H -2.64 2.33 -0.52
H -2.36 3.21 1.00
O -0.23 -2.75 -2.12
S -0.17 -1.58 -3.00
N -0.13 -0.23 -2.35
C 4.72 1.61 -1.24
N 3.34 2.30 -1.29
C 3.16 3.11 0.00
N 3.34 2.29 1.14
C 4.65 1.65 1.13
N 4.82 0.82 -0.06
C 3.99 -0.38 -0.06
P 2.18 0.08 -0.04
C 2.24 1.28 -1.45
C 2.26 1.32 1.34
H 5.46 2.41 -1.24
H 4.81 1.01 -2.14
H 3.32 2.93 -2.09
H 2.17 3.56 -0.04
H 3.92 3.90 -0.03
H 4.75 1.02 2.02
H 5.43 2.41 1.16
H 4.22 -0.99 0.81
H 4.20 -0.99 -0.95
H 1.28 1.78 -1.55
H 2.41 0.73 -2.38
H 2.45 0.78 2.27
H 1.30 1.82 1.43
```

Properties
- Net charge: +2
- Kohn-Sham gap (spin up / spin down): 6.53 / 6.53 eV

---

[11]
# C3H3ClO2

An isolated molecule of C3H3ClO2 in a non-equilibrium geometry (ωB97M-V/def2-TZVPD, the Open Molecules 2025 dataset).

XYZ file:
```
9
C3H3ClO2, DFT ωB97M-V/def2-TZVPD
C 0.46 -0.17 0.39
C -0.10 1.20 -0.08
C -0.45 -1.19 -0.30
H 0.23 -0.22 1.49
H 0.65 1.96 -0.41
H -0.16 -1.43 -1.28
O -1.25 1.55 0.01
O -1.51 -1.51 0.17
Cl 2.13 -0.20 0.01
```

Properties
- ΔE to the lowest compared entry with this formula, charge and spin: 1.010 eV
- Kohn-Sham gap: 10.23 eV
- SMILES: O=CC(Cl)C=O

---

[12]
# C20H31NO2

An isolated molecule of C20H31NO2 (ωB97M-V/def2-TZVPD, the Open Molecules 2025 dataset).

XYZ file:
```
54
C20H31NO2, DFT ωB97M-V/def2-TZVPD
C -2.02 -3.38 -5.11
C -1.34 -2.28 -4.85
C 0.15 -2.16 -4.92
C 0.69 -1.77 -3.56
C 1.03 -2.74 -2.63
C 1.48 -2.38 -1.37
C 1.60 -1.05 -1.02
C 1.24 -0.06 -1.95
C 0.79 -0.43 -3.21
H 0.51 0.32 -3.93
O 1.36 1.23 -1.51
C 0.95 2.27 -2.37
H 1.55 2.30 -3.28
H 1.10 3.19 -1.80
H -0.11 2.18 -2.63
O 2.06 -0.58 0.18
C 2.06 -1.42 1.31
C 0.66 -1.78 1.82
H 0.79 -2.53 2.60
C -0.10 -0.58 2.39
H -0.93 -0.95 2.99
H 0.57 -0.02 3.05
C -0.64 0.35 1.29
N -1.33 1.55 1.68
C -0.54 2.70 2.07
C -0.25 2.81 3.57
C -1.56 2.77 4.36
C -1.31 2.86 5.86
H -2.25 2.84 6.41
H -0.78 3.78 6.11
H -0.71 2.02 6.19
C -2.32 1.50 3.99
C -2.53 1.42 2.47
H -3.03 0.48 2.20
H -3.20 2.25 2.18
H -1.75 0.63 4.34
H -3.29 1.48 4.49
H -2.17 3.63 4.05
H 0.39 1.98 3.90
H 0.28 3.74 3.77
H 0.40 2.67 1.51
H -1.09 3.59 1.76
H 0.19 0.66 0.65
H -1.34 -0.23 0.67
H 0.08 -2.22 1.01
H 2.60 -0.85 2.07
H 2.63 -2.34 1.10
H 1.74 -3.16 -0.67
H 0.94 -3.78 -2.89
H 0.42 -1.39 -5.65
H 0.58 -3.11 -5.23
H -1.86 -1.38 -4.55
H -3.09 -3.42 -5.04
H -1.52 -4.29 -5.40
```

Properties
- ΔE to the lowest compared entry with this formula, charge and spin: 1.621 eV
- Kohn-Sham gap: 8.57 eV
- SMILES: C=CCc1ccc(OCCCCN2CCC(C)CC2)c(OC)c1

---

no.,E_tot (Eh)
1,-4265.19457
2,-2274.85641
3,-1577.31396
4,-324.60162
5,-2029.10537
6,-302.60427
7,-722.78937
8,-3979.78646
9,-278.46140
10,-1795.32354
11,-726.74281
12,-985.87242